[1]
The following is a DFT calculation (ωB97M-V/def2-TZVPD) of a 2-piece molecular cluster, C24H41ClF3N2O9PS3 overall.

HOMO   -0.7047 eV
DFT total energy   -4021.5000 hartree
Multiplicity   1
Net charge   -2

CARTESIAN COORDINATES (ANGSTROEM)
C1 5.24935 0.71860 4.83463
C2 6.55771 0.69348 4.05311
C3 6.73860 -0.53079 3.15131
C4 6.56386 -0.22768 1.66913
C5 5.25370 0.43144 1.30075
C6 4.04461 -0.39842 1.69349
C7 2.73530 0.20595 1.19730
C8 1.87696 -0.78055 0.43810
C9 1.03454 -0.13777 -0.64371
C10 -0.22213 0.48011 -0.05875
C11 -1.26695 0.88336 -1.11212
C12 -2.07774 2.09559 -0.66394
C13 -3.10088 1.98479 0.47232
C14 -4.48490 1.49073 0.07154
Cl1 -2.52314 1.19555 1.95452
O1 -0.57240 1.05309 -2.39175
C15 -0.09556 2.25327 -2.78847
O2 -1.04820 3.10399 -3.29822
F1 0.71792 1.92797 -3.87774
C16 0.82230 3.01807 -1.83954
C17 0.68528 4.48635 -2.06979
O3 0.10409 5.24823 -1.34828
F2 1.31261 4.93950 -3.15846
C18 -2.09154 -0.38555 -1.44573
C19 -3.01703 -0.16634 -2.65296
C20 -4.35833 -0.85389 -2.55907
S1 -5.39003 -0.39814 -4.00763
C21 -4.64399 -1.38694 -5.19694
N1 -4.55160 -1.17547 -6.45161
N2 -3.85665 -2.26031 -6.97322
C22 -3.58351 -3.01183 -5.98956
O4 -4.05437 -2.54166 -4.82224
O5 -2.75397 -0.91779 -0.31791
C23 -2.69732 -2.29213 -0.09827
C24 -1.44077 -2.78196 0.50458
F3 -2.93961 -3.04056 -1.25075
P1 -4.15384 -2.62929 1.06224
S2 -4.31856 -4.46465 1.69104
H1 5.28572 1.41617 5.65726
H2 4.99967 -0.27543 5.16892
H3 4.45180 1.05929 4.19400
H4 7.35935 0.68416 4.77968
H5 6.65084 1.59899 3.46870
H6 6.07959 -1.33931 3.43968
H7 7.75171 -0.88493 3.30051
H8 7.37602 0.44458 1.40002
H9 6.72530 -1.12230 1.08351
H10 5.21505 0.51008 0.22101
H11 5.16599 1.41621 1.74160
H12 3.97675 -0.52516 2.76194
H13 4.17830 -1.38966 1.27752
H14 2.94987 1.07152 0.57486
H15 2.19355 0.55439 2.06704
H16 1.29244 -1.38003 1.11785
H17 2.56514 -1.44831 -0.07631
H18 0.80278 -0.90110 -1.37710
H19 1.66155 0.59291 -1.14563
H20 0.03740 1.32690 0.55914
H21 -0.63278 -0.24876 0.61725
H22 -2.62984 2.46249 -1.51943
H23 -1.42612 2.91096 -0.39773
H24 -3.26157 3.00683 0.77151
H25 -5.22240 2.11325 0.55218
H26 -4.60917 1.62437 -0.99596
H27 -4.64976 0.47468 0.38493
H28 -1.67408 2.53861 -3.76226
H29 1.84701 2.74763 -2.03340
H30 0.60505 2.87876 -0.79715
H31 -1.33035 -1.07936 -1.77170
H32 -2.52117 -0.56286 -3.52610
H33 -3.19059 0.87665 -2.87753
H34 -4.29665 -1.92554 -2.58051
H35 -4.95544 -0.55190 -1.71534
H36 -3.03142 -3.91575 -6.05773
H37 -0.60640 -2.63089 -0.17234
H38 -1.24151 -2.26149 1.43926
H39 -1.52763 -3.82284 0.75250
H40 -5.29319 -2.34703 0.27940
H41 -4.10850 -1.65727 2.06744
O6 -0.03172 -1.43127 4.10262
S3 -1.48273 -1.57201 4.43112
O7 -2.16830 -0.26029 4.22027
O8 -1.65387 -2.03588 5.82295
O9 -2.07957 -2.56844 3.47416

Results of the Mulliken charge analysis, in e, for atoms 1 through 6: -1.190 -0.462 -0.715 -1.250 -0.276 -0.639

---

[2]
The following is a DFT calculation (ωB97M-V/def2-TZVPD) of C24H41CrIN2O3SSi as an isolated structure.

Expectation value of S²   6.03
HOMO (alpha / beta)   -7.0465 / -8.1894 eV
DFT total energy   -3304.4186 hartree
Multiplicity   5
Net charge   0

CARTESIAN COORDINATES (ANGSTROEM)
C1 3.35487 3.96331 -1.49775
C2 4.23630 2.78973 -1.94198
H1 2.97757 4.50330 -2.36578
H2 3.92950 4.68867 -0.88747
H3 2.48981 3.63190 -0.88935
H4 3.73361 2.10119 -2.63722
H5 5.12460 3.19124 -2.45933
H6 4.59044 2.20280 -1.08346
C3 -2.72959 1.24547 -2.99933
C4 -3.89717 1.17575 -3.75115
C5 -4.05965 0.13512 -4.67641
C6 -3.02381 -0.78068 -4.84113
H7 -2.60288 1.98628 -2.21023
H8 -4.67227 1.93005 -3.58354
H9 -4.98231 0.03463 -5.24174
H10 -3.12504 -1.67660 -5.44914
N1 -1.67340 0.42578 -3.24786
C7 -1.81237 -0.56857 -4.18039
C8 -0.64918 -1.42134 -4.28314
N2 0.42249 -0.99428 -3.53627
C9 1.52176 -1.79950 -3.48342
C10 0.44436 -3.52479 -4.78661
C11 1.53752 -3.07172 -4.04213
H11 2.37087 -1.40739 -2.92717
H12 2.39376 -3.72059 -3.87851
C12 -0.65541 -2.67708 -4.90522
H13 -1.57820 -2.99075 -5.39345
H14 0.42964 -4.51870 -5.23983
Cr1 0.01639 0.44090 -2.17741
I1 0.25998 2.85027 -1.63674
C13 -1.49508 -3.36369 3.32192
C14 -2.00372 -2.04677 2.74438
C15 -2.78093 -2.24058 1.45543
C16 -2.93168 -1.43170 3.78671
O1 -0.83640 -1.21909 2.53186
Si1 -0.22695 -0.28887 1.30324
S1 -0.17132 -1.21111 -0.53734
O2 -1.14034 1.11406 1.28970
C17 -0.97135 2.10543 2.34493
C18 -1.98932 3.22014 2.08638
C19 -1.23169 1.47011 3.70253
C20 0.43341 2.69033 2.31041
O3 1.28907 0.12849 1.80878
C21 2.61557 -0.44274 1.65289
C22 3.05126 -0.35101 0.19525
C23 3.61290 0.37759 2.46949
C24 2.54126 -1.87985 2.17001
H15 -2.32933 -4.04926 3.51747
H16 -0.99622 -3.16907 4.28048
H17 -0.78867 -3.85216 2.63996
H18 -3.63835 -2.90808 1.63454
H19 -3.17406 -1.28001 1.09609
H20 -2.16039 -2.67592 0.66576
H21 -2.38520 -1.22096 4.71420
H22 -3.41330 -0.52031 3.41504
H23 -3.73363 -2.14297 4.03646
H24 -3.01253 2.82417 2.12567
H25 -1.88689 3.98946 2.86240
H26 -1.80498 3.68867 1.11127
H27 -0.52010 0.65542 3.91863
H28 -1.13181 2.22030 4.50671
H29 -2.25909 1.08510 3.73111
H30 1.17093 1.95439 2.65434
H31 0.67324 3.01112 1.28469
H32 0.50208 3.56084 2.98500
H33 2.90868 0.67249 -0.17871
H34 4.11676 -0.60350 0.09114
H35 2.47240 -1.04254 -0.42450
H36 3.43360 0.27201 3.54707
H37 4.63276 0.00832 2.27687
H38 3.59616 1.44211 2.19090
H39 2.33421 -1.86148 3.24800
H40 1.75147 -2.45198 1.66171
H41 3.50538 -2.38128 2.00425

Results of the Mulliken charge analysis, in e, for atoms 1 through 6: -0.134 -0.612 0.303 0.320 -0.545 0.076

---

[3]
The following is a DFT calculation (ωB97M-V/def2-TZVPD) of a 4-piece molecular cluster, C24H41F5N3O17PS5 overall.

HOMO   -8.8271 eV
DFT total energy   -5213.9926 hartree
Multiplicity   1
Net charge   0

CARTESIAN COORDINATES (ANGSTROEM)
C1 4.24685 -0.36096 0.33405
C2 4.50456 1.14368 0.25989
O1 3.40967 1.99575 0.01278
P1 2.18367 1.79745 -1.19527
C3 1.94666 3.61299 -1.12380
C4 0.57596 4.09587 -0.63998
C5 0.33878 5.55308 -1.01788
C6 -0.99057 6.09377 -0.47498
C7 -2.09478 5.04832 -0.37352
C8 -2.54825 4.49216 -1.70737
C9 -3.74882 3.51707 -1.64786
S1 -4.03290 2.75212 -0.02314
C10 -3.77475 1.09029 -0.39902
N1 -4.37553 0.08264 0.12892
N2 -3.80864 -1.05070 -0.42389
C11 -2.93112 -0.64047 -1.26031
O2 -2.83833 0.69419 -1.30057
C12 3.39227 1.28299 -2.51557
O3 3.91420 2.43428 -3.20577
C13 5.11833 2.91831 -2.83204
F1 5.49831 3.79176 -3.76619
F2 6.05504 1.96381 -2.75420
F3 5.08979 3.56803 -1.66523
C14 1.28124 0.65768 -0.04049
S2 -0.42996 1.13980 0.30673
C15 -0.61636 1.05134 2.10614
C16 -0.83127 2.43469 2.70475
N3 0.73631 1.58856 -2.43062
C17 0.33393 0.29745 -2.72945
O4 0.97942 -0.70350 -2.71863
F4 -0.97347 0.25692 -3.03975
C18 0.66033 2.34279 -3.60107
O5 0.92820 1.94532 -4.69627
F5 0.18699 3.57450 -3.44748
H1 3.77378 -0.67799 1.25938
H2 5.17139 -0.90480 0.16673
H3 3.58043 -0.67303 -0.47219
H4 5.30317 1.30120 -0.46833
H5 4.96222 1.44865 1.20029
H6 2.68455 4.00865 -0.44102
H7 2.20382 4.04806 -2.08944
H8 0.55857 4.04023 0.44588
H9 -0.22323 3.49188 -1.04639
H10 0.41822 5.68934 -2.09605
H11 1.15152 6.14906 -0.59787
H12 -1.32648 6.90097 -1.12771
H13 -0.81794 6.51645 0.51278
H14 -2.96121 5.51337 0.10463
H15 -1.76720 4.27047 0.31289
H16 -1.73838 3.96205 -2.20503
H17 -2.82062 5.32208 -2.35857
H18 -3.54621 2.70077 -2.33102
H19 -4.65570 4.00841 -1.98425
H20 -2.32748 -1.27866 -1.87658
H21 2.89132 0.74442 -3.31152
H22 4.16859 0.59346 -2.20268
H23 1.38837 -0.38640 -0.32254
H24 1.79543 0.71887 0.90756
H25 0.18848 0.52072 2.60405
H26 -1.53147 0.48997 2.27783
H27 -1.18003 2.35631 3.73096
H28 -1.60225 2.96010 2.14266
H29 0.08379 3.02064 2.64784
O6 -1.40692 -3.06819 4.77800
S3 -1.34562 -2.99509 3.36847
O7 -0.34071 -2.24930 2.69729
O8 -2.77877 -2.54299 2.82099
C19 -3.29442 -3.51221 1.89882
C20 -2.68781 -4.82179 2.36182
O9 -1.35424 -4.47110 2.75869
H30 -2.96157 -3.24609 0.89412
H31 -4.37999 -3.51059 1.93008
H32 -2.65476 -5.57167 1.57695
H33 -3.21070 -5.22427 3.23166
O10 0.50875 -5.44816 -5.45796
S4 -0.27232 -4.51034 -6.17915
O11 -1.21760 -4.93031 -7.14728
O12 0.71423 -3.43106 -6.82571
C21 0.36070 -2.10751 -6.39691
C22 -0.24698 -2.30901 -5.02612
O13 -1.00371 -3.52663 -5.15599
H34 -0.36358 -1.69822 -7.10365
H35 1.24280 -1.47379 -6.37503
H36 -0.90108 -1.49633 -4.73151
H37 0.51748 -2.45695 -4.26689
O14 0.55933 -4.32504 7.56398
S5 -0.31622 -5.35761 7.14745
O15 -1.10033 -5.23580 5.97798
O16 -1.25213 -5.74793 8.38963
C23 -1.11954 -7.13885 8.70129
C24 0.29496 -7.48390 8.28491
O17 0.49546 -6.74025 7.07794
H38 -1.85650 -7.69688 8.12032
H39 -1.29606 -7.29772 9.76143
H40 0.43291 -8.54419 8.09402
H41 1.02381 -7.14749 9.02522

Results of the Mulliken charge analysis, in e, for atoms 1 through 6: -0.928 -0.349 -0.718 2.470 -2.407 0.875

---

[4]
The following is a DFT calculation (ωB97M-V/def2-TZVPD) of C24H41FN5O6Ru as an isolated structure.

Expectation value of S²   8.76
HOMO (alpha / beta)   -17.5350 / -17.5114 eV
DFT total energy   -1857.6910 hartree
Multiplicity   6
Net charge   +4

CARTESIAN COORDINATES (ANGSTROEM)
Ru1 -3.00282 0.52798 0.01977
C1 -1.20510 3.18443 1.17792
O1 -2.40807 2.77062 0.48813
C2 -2.49020 3.24881 -0.86478
C3 -3.95169 3.33991 -1.20620
O2 -4.56608 2.04930 -0.94280
C4 -5.72664 2.10624 -0.07200
C5 -5.30420 2.16187 1.36899
O3 -4.55137 0.95409 1.60501
C6 -4.20235 0.74615 3.00026
H1 -1.18014 4.27264 1.20892
H2 -1.26803 2.79013 2.18818
H3 -0.32461 2.79202 0.67546
H4 -2.01058 4.22322 -0.97305
H5 -1.96528 2.54808 -1.53294
H6 -4.44284 4.10024 -0.59994
H7 -4.08282 3.58871 -2.25944
H8 -6.36435 2.94725 -0.34264
H9 -6.27161 1.18082 -0.25667
H10 -4.67733 3.02729 1.58959
H11 -6.18024 2.18585 2.02025
H12 -5.11698 0.72133 3.58952
H13 -3.69974 -0.21417 3.06194
H14 -3.55861 1.55482 3.34750
C7 3.28199 -4.07560 1.38151
C8 2.85361 -2.93357 2.28622
N1 1.89455 -2.01965 1.61065
C9 0.60251 -2.24894 1.77069
C10 -0.40049 -1.47588 1.20836
C11 -1.79470 -1.89126 1.51715
O4 -2.06041 -2.76924 2.28600
O5 -2.74742 -1.21526 0.85224
C12 -0.05299 -0.36665 0.43123
O6 -0.91700 0.48289 -0.05549
C13 1.34657 -0.13885 0.20965
C14 1.80510 0.92342 -0.59177
C15 3.13081 1.15393 -0.76362
F1 3.47729 2.20720 -1.51523
C16 4.14437 0.34487 -0.16663
C17 3.67978 -0.72751 0.58909
C18 2.31731 -0.96494 0.80516
N2 5.49834 0.58553 -0.31706
C19 6.04819 1.56589 -1.27304
C20 7.57136 1.55310 -1.25105
N3 8.07674 0.14022 -1.23158
C21 7.63312 -0.59615 0.01798
C22 6.46864 0.13695 0.67518
H15 3.99045 -4.70953 1.91280
H16 3.75893 -3.71497 0.46914
H17 2.42785 -4.69229 1.10217
H18 3.69772 -2.34183 2.62944
H19 2.35204 -3.30516 3.17690
H20 0.32154 -3.08267 2.40296
H21 1.09817 1.58350 -1.07380
H22 4.39520 -1.41715 1.00491
H23 5.74536 2.58813 -1.05120
H24 5.69523 1.32924 -2.27721
H25 7.98820 2.05211 -0.37934
H26 7.95432 2.04990 -2.13989
H27 9.09707 0.13024 -1.29616
H28 7.73773 -0.34686 -2.06299
H29 8.47813 -0.64541 0.70198
H30 7.36679 -1.60776 -0.27858
H31 6.83004 0.99206 1.25298
H32 6.01942 -0.53941 1.39408
N4 -6.50300 -3.34590 -2.62759
C23 -5.20361 -2.59313 -2.78327
C24 -5.02873 -1.53847 -1.68474
N5 -3.77382 -0.77644 -1.84212
H33 -6.57938 -4.09032 -3.32928
H34 -7.32055 -2.74039 -2.74859
H35 -6.58432 -3.79385 -1.70941
H36 -5.21573 -2.14252 -3.77473
H37 -4.40727 -3.33530 -2.74933
H38 -5.01049 -2.01416 -0.70187
H39 -5.85829 -0.83001 -1.70621
H40 -3.79495 -0.19177 -2.67390
H41 -2.97963 -1.40804 -1.92378

Results of the Mulliken charge analysis, in e, for atoms 1 through 6: 1.183 -0.880 0.124 -0.387 -0.647 -0.310